[1]
{
  "formula": "C12H26AgFO5PS",
  "method": "wB97M-V/def2-TZVPD",
  "spin_multiplicity": 1,
  "energy_ha": -1835.05748,
  "gap_ev": 6.40,
  "total_charge": 1,
  "species": ["C", "C", "O", "O", "C", "C", "C", "C", "C", "C", "P", "C", "F", "C", "C", "C", "S", "O", "O", "O", "H", "H", "H", "H", "H", "H", "H", "H", "H", "H", "H", "H", "H", "H", "H", "H", "H", "H", "H", "H", "H", "H", "H", "H", "H", "H", "Ag"],
  "positions_angstrom": [[-2.1723, 4.2499, -1.3942], [-1.7690, 2.8913, -0.8984], [-0.7118, 2.4561, -1.1463], [-2.6515, 2.1262, -0.1969], [-2.7913, 2.5117, 1.1813], [-1.5041, 2.4769, 1.9835], [-0.8046, 1.1079, 1.9326], [0.5000, 1.2012, 2.7341], [1.5589, 0.1207, 2.4259], [1.3206, -0.6844, 1.1575], [1.8971, 0.0919, -0.4145], [3.6584, 0.1456, -0.9866], [2.1322, 1.5981, 0.3055], [1.7009, -1.6072, -1.3447], [0.2638, -1.8277, -1.8666], [0.0098, -3.3575, -2.0279], [-1.2753, -3.9000, -0.8105], [-1.0721, -3.2723, 0.4190], [-2.5317, -3.6515, -1.4014], [-1.1955, -5.5707, -0.6290], [-1.2933, 4.7470, -1.7773], [-2.5572, 4.8691, -0.5870], [-2.9038, 4.1528, -2.1900], [-3.5781, 1.9410, 1.6566], [-3.1490, 3.5487, 1.1917], [-0.7728, 3.2006, 1.6339], [-1.7561, 2.6795, 3.0256], [-0.6654, 0.8992, 0.8754], [-1.4474, 0.3534, 2.3874], [0.2406, 1.2437, 3.7890], [0.9513, 2.1668, 2.5128], [1.5626, -0.5888, 3.2565], [2.5421, 0.5724, 2.4512], [0.2914, -1.0049, 1.0148], [1.8917, -1.6070, 1.2541], [0.9303, 0.6736, -1.2534], [4.1475, 1.0118, -0.5653], [3.6268, 0.3013, -2.0643], [4.1916, -0.7834, -0.8081], [2.0728, -2.4390, -0.7477], [2.3470, -1.5861, -2.2219], [0.2277, -1.4263, -2.8715], [-0.4847, -1.3628, -1.2308], [0.9134, -3.9158, -1.7962], [-0.2552, -3.6228, -3.1110], [-0.5107, -5.7800, 0.0365], [-1.1259, -5.3505, -2.8835]],
  "atomic_forces_ev_per_a": [[-0.20, 0.12, 0.45], [-1.53, 0.98, 0.27], [2.74, -1.36, -0.83], [-0.51, -0.24, 0.42], [-0.02, 1.57, 0.16], [0.00, -1.28, 0.01], [-0.03, 0.76, 0.48], [0.15, 0.24, -0.79], [-0.93, -0.17, 0.94], [1.04, 0.22, -0.08], [0.71, -0.50, -0.37], [-0.53, 0.34, 0.10], [-0.38, 0.01, -0.07], [-0.52, 0.42, -0.46], [0.93, -0.81, 0.02], [0.01, -0.64, 0.34], [-0.14, 1.23, 0.34], [1.37, 0.04, 1.79], [-1.26, -0.81, -1.56], [0.59, 1.24, 0.27], [0.20, -0.03, -0.17], [-0.36, -0.03, -0.02], [-0.26, 0.03, 0.04], [-0.04, -0.56, -0.31], [-0.14, -0.01, 0.04], [-0.11, 0.36, -0.04], [-0.02, 0.36, 0.00], [0.19, -0.25, 0.00], [-0.16, -0.21, -0.23], [0.12, -0.21, 0.19], [0.01, 0.11, -0.09], [-0.06, -0.17, -0.02], [0.20, 0.01, -0.26], [-0.12, 0.09, 0.05], [0.12, -0.10, -0.17], [0.13, -0.01, 0.19], [0.27, -0.08, 0.23], [-0.09, -0.06, -0.11], [0.01, -0.05, 0.17], [-0.17, -0.03, 0.30], [0.10, 0.02, -0.09], [-0.42, 0.37, -0.02], [-0.23, 0.01, -0.08], [0.17, 0.04, 0.12], [-0.01, 0.69, 0.75], [-0.19, -0.12, -0.06], [-0.68, -1.55, -1.84]]
}

=====

[2]
{
  "formula": "C6H13NO3P",
  "method": "wB97M-V/def2-TZVPD",
  "spin_multiplicity": 1,
  "energy_ha": -857.99660,
  "gap_ev": 11.03,
  "total_charge": 1,
  "species": ["C", "C", "C", "C", "C", "C", "N", "O", "O", "O", "P", "H", "H", "H", "H", "H", "H", "H", "H", "H", "H", "H", "H", "H"],
  "positions_angstrom": [[-1.7018, 1.0603, 3.0495], [-2.3407, 1.9362, 1.8319], [1.6790, -0.1063, 0.1293], [0.8572, -0.6558, -1.0873], [0.3747, 0.3542, -2.0893], [1.2939, -2.0369, -1.4475], [-0.5923, -1.0712, 0.2260], [-0.9458, 0.1080, 2.4678], [-1.5936, 1.6176, 0.6692], [0.9254, 0.7992, 0.9689], [-0.5673, 0.3591, 0.9495], [-1.0296, 1.6598, 3.7155], [-2.4663, 0.6861, 3.6449], [-3.3185, 1.7646, 1.4634], [-2.1262, 2.9683, 2.0156], [1.8369, -0.9210, 0.7668], [2.5860, 0.4327, -0.2782], [0.0142, 0.0771, -3.0057], [1.3152, 0.9135, -2.2402], [-0.2483, 1.0699, -1.5475], [0.8452, -2.7374, -0.7598], [2.3555, -2.1250, -1.2948], [0.9636, -2.3692, -2.3399], [-1.5103, -1.3466, 0.0059]],
  "atomic_forces_ev_per_a": [[-0.55, 4.05, -0.23], [1.45, -0.12, 1.39], [0.24, 1.08, -2.10], [-1.59, -0.64, 2.18], [2.12, 1.31, 3.37], [0.38, 0.84, 2.71], [2.44, 2.62, -1.15], [1.03, -2.07, -1.54], [3.12, -2.59, -0.98], [-0.03, 0.52, -1.53], [-2.04, 0.23, 2.10], [-0.74, 0.01, -0.68], [-1.33, -1.07, 0.97], [-1.39, -0.23, 0.87], [-0.39, 0.66, 0.24], [1.12, -1.30, 0.58], [-0.87, -0.70, 0.81], [-1.16, -1.15, -1.96], [-0.22, 0.07, -0.43], [-0.22, 0.10, -0.58], [0.07, -0.07, 0.56], [0.60, -0.08, -0.35], [-0.66, -0.67, -3.35], [-1.37, -0.81, -0.88]]
}